Below is a structure of composition C30H35F6FeGeN2O4PSb in a non-equilibrium geometry, with properties calculated with ωB97M-V/def2-TZVPD.

**Energy relative to the best compared isomer or geometry (same formula, charge and spin)**: 2.685 eV
**Molecular weight**: 882.8 Da
**Net charge**: +1
**Orbital gap (spin up / spin down)**: 0.2464 / 0.2348 Ha
**Spin multiplicity**: 5
**<S²>**: 6.109

Geometry (Å):
Fe 0.149 0.167 0.176
O 3.449 -0.231 6.108
C 3.571 -1.298 5.199
C 2.768 -0.996 3.973
C 2.954 -1.703 2.790
C 2.244 -1.332 1.673
N 1.348 -0.342 1.663
C 1.072 0.268 2.838
C 1.790 -0.010 3.986
C -0.084 1.172 2.822
C -0.533 1.893 3.912
C -1.703 2.642 3.805
C -2.190 3.470 4.968
O -1.649 3.074 6.204
C -2.385 2.618 2.594
C -1.884 1.867 1.549
N -0.745 1.180 1.650
H 4.030 -0.380 6.860
H 3.189 -2.236 5.627
H 4.614 -1.473 4.915
H 3.653 -2.524 2.727
H 2.413 -1.845 0.740
H 1.598 0.521 4.905
H 0.003 1.891 4.849
H -3.283 3.491 4.978
H -1.843 4.495 4.805
H -2.166 2.352 6.576
H -3.297 3.181 2.451
H -2.409 1.821 0.606
O 0.351 -3.554 1.511
C -0.112 -2.930 0.585
O -0.594 -1.718 0.628
C -0.153 -3.467 -0.866
P -0.482 -1.915 -1.758
C -0.039 -2.095 -3.517
C -0.373 -1.027 -4.357
C 0.003 -1.049 -5.687
C 0.746 -2.114 -6.181
C 1.118 -3.152 -5.341
C 0.736 -3.140 -4.007
C -2.295 -1.661 -1.775
C -3.064 -1.278 -0.673
C -4.435 -1.152 -0.792
C -5.068 -1.431 -1.994
C -4.320 -1.859 -3.075
C -2.944 -1.975 -2.971
H -0.960 -4.187 -1.000
H 0.790 -3.935 -1.144
H -0.943 -0.193 -3.965
H -0.288 -0.237 -6.340
H 1.049 -2.127 -7.219
H 1.710 -3.973 -5.723
H 1.021 -3.964 -3.365
H -2.599 -1.059 0.270
H -5.010 -0.816 0.060
H -6.138 -1.309 -2.085
H -4.802 -2.091 -4.015
H -2.387 -2.295 -3.837
F -1.135 0.667 -0.876
Sb -2.062 2.579 -2.430
F 0.390 1.899 -2.279
F -1.659 3.696 -0.775
F -3.260 3.953 -3.036
F -3.443 1.904 -1.278
F -2.884 1.240 -3.748
C 3.546 1.160 0.500
Ge 2.001 1.639 -0.719
C 1.311 3.341 0.014
C 3.059 1.546 -2.399
C 0.943 -0.830 -1.339
H 4.318 1.860 0.171
H 3.927 0.153 0.349
H 3.365 1.321 1.560
H 2.137 4.053 -0.049
H 1.020 3.229 1.057
H 0.469 3.706 -0.563
H 3.790 2.355 -2.338
H 2.468 1.682 -3.298
H 3.596 0.599 -2.443
H 1.767 -1.521 -1.153
H 1.143 -0.265 -2.245

Atom charges from the Mulliken analysis, given in e for atoms 1 to 4: Fe -1.3437; O -0.5085; C -0.5743; C -0.0108